The following is a quantum chemistry calculation of 2 unconnected molecules or ions with the total composition C5H9O2P in a non-equilibrium geometry, from the OMol25 dataset.

The geometry in XYZ format:
```
17
C5H9O2P ωB97M-V with the def2-TZVPD basis set
C -2.230 0.991 -0.221
C -1.957 2.160 -0.265
C -2.555 -0.430 -0.257
C 2.128 -1.114 -1.592
C 1.232 0.868 1.427
O 0.581 -1.750 1.023
O 2.410 -0.604 -0.449
P 1.791 -0.924 1.162
H -2.023 -0.987 0.388
H -3.605 -0.573 -0.168
H -2.166 -0.924 -1.221
H -1.219 2.814 -0.075
H 1.274 -1.780 -1.812
H 2.835 -1.026 -2.373
H 0.284 0.814 0.916
H 1.249 0.862 2.433
H 1.972 1.603 1.084
```

Calculated values
Kohn-Sham gap (alpha / beta) = 6.3 / 6.8 eV
LUMO level (alpha / beta) = -0.0549 / -0.0435 Eh
HOMO level (alpha / beta) = -7.83 / -7.98 eV
Energy = -18710.1512 eV

Here are the Mulliken charges for atoms 1 to 4, given in e: C -0.043; C -0.181; C -1.026; C -0.074